No. 1
ORCA calculation (wB97M-V/def2-TZVPD) on a molecular structure, C20H37N2O2P2RhSi in a non-equilibrium geometry.

Net charge: +2
Spin multiplicity: 5
Orbital gap (alpha / beta) (eV): 7.216 / 6.123
Molar mass (g mol⁻¹): 530.5
E_HOMO (alpha / beta) (eV): -12.492 / -15.005

Element x y z (Å)
Rh -0.39590 -0.10080 -0.22635
P 1.74934 -1.00022 -0.27809
C 2.01234 -0.97653 -2.10073
C 0.78465 -1.57187 -2.72549
N -0.38854 -1.28361 -2.13525
C -1.55570 -1.67067 -2.67652
C -1.56791 -2.52890 -3.77949
C -0.36205 -2.91649 -4.35423
C 0.82655 -2.40829 -3.84455
C -2.82217 -1.06919 -2.10309
P -2.30456 0.49499 -1.25249
H 1.80066 -2.62946 -4.27036
H -2.53402 -2.84985 -4.16375
H -0.34797 -3.60617 -5.19537
H -3.55298 -0.84302 -2.89521
H -3.30443 -1.74679 -1.37866
H 2.10544 0.11129 -2.40877
H 2.92370 -1.53197 -2.35631
H 1.05339 2.32423 -2.20718
O 1.69990 1.77595 -2.77177
H 2.41969 2.37942 -3.02718
H -0.36233 2.54101 -0.62981
O -0.00340 3.14400 -1.33646
H 0.34334 3.93175 -0.86866
C -2.23977 1.62712 -2.68601
H -3.04649 1.40073 -3.39896
H -2.33479 2.66189 -2.33339
H -1.27119 1.51587 -3.19205
C -3.67854 1.01466 -0.20292
H -3.40556 1.98450 0.23578
H -4.60527 1.12202 -0.78436
H -3.82960 0.28879 0.60681
C 1.76846 -2.76423 0.16983
H 2.76652 -3.17768 -0.03483
H 1.54165 -2.87561 1.24022
H 1.02046 -3.31079 -0.41896
C 3.32468 -0.34699 0.36078
H 3.24967 -0.19015 1.44484
H 4.14376 -1.05007 0.14913
H 3.53992 0.61366 -0.12422
C -1.78263 -2.03824 1.77991
Si -1.05195 -0.60861 2.75779
C -2.41127 0.49493 3.40700
C -0.06731 -1.36781 4.15652
N -0.02230 0.38036 1.71301
C 0.91488 1.32153 2.02519
C 1.53195 2.04776 0.97529
C 2.50878 3.00608 1.20720
C 3.03408 3.13839 2.49209
C 2.48660 2.39662 3.55293
C 1.39969 1.54794 3.34998
H -2.60865 -2.45570 2.37531
H -1.04269 -2.83371 1.62382
H -2.18522 -1.74560 0.79913
H -3.07666 -0.10403 4.04740
H -1.98934 1.30775 4.01506
H -3.01226 0.94404 2.60508
H 0.96357 -1.60478 3.85643
H -0.04213 -0.70774 5.03537
H -0.56470 -2.30378 4.45732
H 1.27883 1.77426 -0.05437
H 2.87174 3.60139 0.36854
H 3.85440 3.83353 2.67255
H 2.90761 2.48797 4.55275
H 0.94403 1.00488 4.18284

Force components x, y, z for each atom (eV/Å):
-0.61 0.21 0.40
2.39 -0.61 -1.11
0.15 0.00 0.13
0.08 -0.64 -0.42
-0.11 -0.11 -0.70
0.03 -0.53 -0.91
-0.32 0.42 0.41
0.08 -0.05 0.09
0.09 0.34 0.40
0.13 -0.08 0.51
-1.86 0.36 -2.08
-0.26 -0.08 -0.10
0.30 -0.04 -0.06
-0.03 0.19 0.12
0.25 -0.15 0.27
0.14 0.15 -0.21
-0.04 -1.22 0.33
-0.22 0.10 -0.11
1.12 -0.62 -1.16
-0.43 1.31 0.66
-0.43 -0.26 0.01
0.35 1.19 -0.90
-0.69 0.04 1.30
-0.34 -0.49 -0.25
-0.07 0.19 0.07
0.19 0.11 0.29
0.06 -0.23 -0.21
-0.25 0.05 0.11
-0.21 0.14 0.08
-0.21 -0.21 -0.05
0.23 -0.02 0.18
-0.02 0.18 -0.22
0.01 -0.10 0.14
-0.29 0.05 0.07
0.08 -0.06 -0.30
0.15 0.10 0.18
0.08 0.04 0.14
0.14 -0.03 -0.22
-0.26 0.17 0.06
-0.02 -0.29 0.14
0.30 0.22 -0.29
-0.47 -0.34 1.38
0.05 0.05 -0.05
-0.01 0.00 0.03
1.23 1.26 1.77
-0.40 -0.91 0.24
0.41 0.38 -0.35
-0.54 -0.45 -0.36
-0.08 0.26 0.20
-0.58 -0.46 0.10
0.43 0.27 0.28
0.16 0.13 -0.20
-0.17 0.12 0.00
-0.15 -0.20 0.09
0.14 0.21 -0.15
-0.15 -0.17 -0.12
0.11 -0.08 0.26
-0.22 0.01 0.15
0.05 -0.24 -0.19
0.20 0.26 -0.05
0.19 0.26 0.44
0.15 -0.22 0.29
-0.21 -0.23 0.01
-0.14 0.06 -0.23
0.28 0.30 -0.30


No. 2
ORCA calculation (wB97M-V/def2-TZVPD) on a single C20H37N3O2 molecule.

SMILES string: CC[C@@H](C)[C@H](CN[C@H](CNC)[C@@H](C)O)NCCc1ccc(OC)cc1
Orbital gap (eV): 9.014
Molar mass (g mol⁻¹): 351.5
E_HOMO (eV): -8.233

Element x y z (Å)
C -5.25525 -0.98695 -1.52423
C -4.11136 -0.32990 -0.76125
C -2.84719 -1.19585 -0.69995
C -2.15654 -1.24962 -2.05941
C -1.88398 -0.64002 0.36672
C -0.59900 -1.48866 0.49166
N 0.47173 -0.92869 -0.31051
C 1.75943 -1.59376 -0.18976
C 2.52464 -1.22440 1.09158
N 3.67885 -2.08164 1.26842
C 4.46644 -1.73725 2.43307
C 2.62111 -1.23181 -1.42211
C 2.08540 -1.90647 -2.68127
O 2.69090 0.16723 -1.59088
N -2.59616 -0.50143 1.62804
C -1.96810 0.31465 2.64992
C -2.02824 1.81430 2.31375
C -0.99286 2.26477 1.32072
C -1.36410 2.83287 0.10443
C -0.41804 3.22982 -0.81537
C 0.94365 3.07461 -0.54668
O 1.79382 3.49821 -1.51948
C 3.18202 3.35152 -1.31432
C 1.32654 2.52097 0.67012
C 0.36279 2.13114 1.58692
H -5.50314 -1.95071 -1.08436
H -6.14169 -0.35758 -1.48707
H -4.99724 -1.14289 -2.56868
H -3.86184 0.62485 -1.22852
H -4.43230 -0.12842 0.26129
H -3.13763 -2.21086 -0.40304
H -1.24479 -1.83586 -2.00892
H -1.89514 -0.24425 -2.38231
H -2.81079 -1.69569 -2.80379
H -1.59532 0.36563 0.05395
H -0.32631 -1.55687 1.55963
H -0.78082 -2.51221 0.14670
H 0.58561 0.05349 -0.07141
H 1.58255 -2.67542 -0.20351
H 1.83928 -1.26163 1.95950
H 2.88453 -0.19559 0.99241
H 3.37444 -3.04929 1.33522
H 5.29674 -2.43570 2.51928
H 3.89255 -1.75203 3.37349
H 4.86896 -0.73338 2.29513
H 3.64841 -1.55123 -1.22153
H 2.16693 -2.98634 -2.59808
H 1.03963 -1.63890 -2.81891
H 2.65393 -1.57682 -3.54752
H 1.81511 0.46384 -1.86950
H -2.80591 -1.42282 1.99897
H -2.53392 0.14972 3.57131
H -0.91993 0.03559 2.85048
H -1.88464 2.36744 3.24611
H -3.02548 2.03696 1.93350
H -2.41278 2.95804 -0.12392
H -0.70640 3.66965 -1.75716
H 3.51715 3.91480 -0.43735
H 3.45831 2.29840 -1.21277
H 3.65218 3.76403 -2.20533
H 2.36909 2.39327 0.91485
H 0.68414 1.71518 2.53174

Force components x, y, z for each atom (eV/Å):
0.17 0.20 0.02
-0.12 -0.37 0.06
0.07 0.58 0.02
-0.17 -0.27 0.20
-0.03 -0.37 -0.12
-0.04 0.17 0.17
0.19 0.23 -0.04
0.46 0.36 -0.06
-0.31 -0.15 -0.06
-0.08 -0.31 -0.07
-0.02 -0.03 0.04
-0.12 -0.82 -0.02
0.22 0.25 0.23
-0.09 0.42 0.01
-0.06 -0.23 0.24
-0.11 0.15 0.04
0.12 -0.28 0.17
0.03 0.17 0.08
0.15 0.04 0.09
0.21 0.03 -0.11
-0.16 0.00 0.00
-0.39 -0.02 -0.01
0.32 -0.07 0.06
0.30 0.10 -0.20
-0.25 0.02 -0.01
-0.06 -0.13 0.03
-0.13 0.00 -0.05
-0.05 -0.07 -0.14
0.06 0.15 0.00
0.00 0.09 -0.10
0.00 -0.08 0.07
0.13 -0.05 -0.10
0.08 0.14 -0.07
-0.05 -0.02 -0.13
0.01 -0.14 -0.07
-0.05 -0.04 -0.11
-0.08 -0.02 0.02
-0.03 -0.03 0.05
0.01 -0.01 0.01
0.07 0.09 -0.09
-0.08 0.04 0.01
0.04 0.13 -0.01
0.08 0.04 0.08
0.05 0.04 -0.03
0.07 0.02 0.07
-0.14 0.01 -0.03
-0.02 -0.17 -0.02
-0.13 -0.01 -0.05
0.04 -0.01 -0.09
-0.04 0.05 -0.03
-0.01 0.06 0.00
0.11 0.00 -0.02
-0.04 0.02 0.04
-0.07 0.03 -0.01
-0.05 0.04 0.06
-0.12 0.00 -0.03
-0.04 0.05 -0.13
-0.02 0.00 -0.02
-0.01 0.09 0.03
0.02 -0.02 0.08
0.11 -0.01 -0.02
0.04 -0.06 0.10